[1]
Here is a cluster of 7 separate species, C4H22O7 in total at a distorted geometry from OMol25. Energies are from ωB97M-V/def2-TZVPD.

Results
SMILES = CO.CO.CO.CO.O.O.O
E = -692.15558 a.u.
maximum force = 0.02998 hartree/bohr
gap between HOMO and LUMO = 0.3977 Eh
energy above the lowest of the compared OMol25 structures with the same formula, charge and spin = 85.17 kcal per mole
2S+1 = 1
HOMO level = -10.38 eV

Each line ends with the natural charge from an NBO analysis.
Atoms and positions in Å:
1 O 2.874 -2.076 -3.550  -0.940
2 H 2.040 -1.688 -3.285  0.470
3 H 3.310 -2.293 -2.726  0.470
4 O -2.988 -1.126 -6.539  -0.937
5 H -2.794 -1.661 -7.309  0.470
6 H -3.143 -0.249 -6.890  0.467
7 O -3.281 6.194 0.034  -0.934
8 H -3.909 6.718 -0.464  0.467
9 H -3.100 5.440 -0.526  0.467
10 C 5.240 0.039 0.779  -0.252
11 O 5.415 -1.207 0.104  -0.724
12 H 5.751 0.143 1.736  0.167
13 H 5.540 0.844 0.108  0.182
14 H 4.179 0.218 0.954  0.161
15 H 5.522 -1.905 0.754  0.466
16 C 1.868 3.774 4.791  -0.255
17 O 0.724 4.049 4.026  -0.721
18 H 1.708 3.762 5.869  0.164
19 H 2.267 2.770 4.651  0.170
20 H 2.763 4.341 4.533  0.167
21 H 0.709 4.952 3.698  0.475
22 C -3.459 -5.922 1.174  -0.250
23 O -3.565 -6.571 2.421  -0.712
24 H -3.868 -4.911 1.188  0.158
25 H -2.410 -5.699 0.979  0.156
26 H -3.816 -6.505 0.325  0.184
27 H -2.864 -6.175 2.945  0.463
28 C -1.834 0.947 -1.327  -0.262
29 O -1.109 0.346 -2.420  -0.712
30 H -1.098 1.547 -0.791  0.182
31 H -2.557 1.662 -1.719  0.161
32 H -2.276 0.264 -0.602  0.169
33 H -1.840 -0.021 -2.922  0.462

---

[2]
Here is a cluster of 12 separate species, C20H69N5O12 in total at a distorted geometry from OMol25. Energies are from ωB97M-V/def2-TZVPD.

Results
SMILES = COC[C@H](C)N.COC[C@H](C)N.COC[C@H](C)N.COC[C@H](C)N.COC[C@H](C)N.O.O.O.O.O.O.O
E = -1979.88980 a.u.
maximum force = 0.04962 hartree/bohr
gap between HOMO and LUMO = 0.3364 Eh
energy above the lowest of the compared OMol25 structures with the same formula, charge and spin = 60.60 kcal per mole
2S+1 = 1
HOMO level = -9.00 eV

Each line ends with the Mulliken charge.
Atoms and positions in Å:
1 C 2.111 0.623 3.780  -1.028
2 C 2.157 2.089 4.169  0.536
3 C 1.981 3.067 3.007  -0.526
4 O 3.114 3.138 2.133  -0.248
5 C 3.111 4.345 1.283  -0.721
6 N 1.151 2.285 5.244  -0.764
7 H 2.340 -0.112 4.552  0.491
8 H 2.759 0.393 2.934  -0.095
9 H 1.113 0.321 3.462  0.224
10 H 3.169 2.166 4.567  0.220
11 H 1.728 4.033 3.444  0.377
12 H 1.166 2.709 2.379  0.264
13 H 3.622 5.143 1.821  0.322
14 H 2.147 4.726 0.944  0.349
15 H 3.787 4.046 0.482  0.111
16 H 1.224 1.538 5.921  0.263
17 H 1.582 2.992 5.822  0.282
18 C 5.608 1.927 -2.303  -0.976
19 C 6.648 1.915 -1.261  0.849
20 C 6.754 0.577 -0.400  -0.996
21 O 5.671 0.384 0.449  -0.149
22 C 5.540 -0.955 0.845  -0.807
23 N 7.950 2.140 -1.908  -0.784
24 H 5.809 1.117 -3.004  0.381
25 H 5.483 2.892 -2.796  0.383
26 H 4.613 1.668 -1.944  -0.190
27 H 6.411 2.762 -0.617  0.158
28 H 7.679 0.640 0.173  0.334
29 H 6.907 -0.307 -1.019  0.411
30 H 6.446 -1.328 1.323  0.386
31 H 5.227 -1.493 -0.050  0.364
32 H 4.739 -1.104 1.568  0.149
33 H 8.031 1.572 -2.739  0.287
34 H 7.985 3.078 -2.281  0.276
35 C -7.553 -1.316 0.982  -1.631
36 C -6.106 -1.506 1.219  1.486
37 C -5.492 -0.403 2.188  -0.097
38 O -5.406 0.861 1.493  -0.276
39 C -5.203 1.957 2.376  -0.828
40 N -5.871 -2.787 1.893  -0.724
41 H -8.188 -2.165 0.729  0.415
42 H -7.726 -0.514 0.264  0.277
43 H -7.878 -0.953 1.957  0.407
44 H -5.580 -1.320 0.282  -0.680
45 H -4.473 -0.773 2.308  -0.153
46 H -6.037 -0.369 3.132  0.408
47 H -5.979 2.080 3.131  0.349
48 H -5.072 2.883 1.816  0.261
49 H -4.291 1.804 2.952  0.278
50 H -5.099 -2.652 2.529  0.261
51 H -6.646 -2.813 2.541  0.363
52 C 0.668 2.598 -3.863  -1.298
53 C 0.912 1.268 -4.667  0.617
54 C -0.074 0.133 -4.345  -0.137
55 O 0.425 -1.141 -4.823  -0.386
56 C -0.457 -2.228 -4.510  -0.460
57 N 0.682 1.750 -6.044  -0.753
58 H -0.148 3.263 -4.144  0.391
59 H 1.512 3.284 -3.934  0.411
60 H 0.439 2.340 -2.829  0.172
61 H 1.892 0.813 -4.527  0.225
62 H -1.108 0.358 -4.605  0.342
63 H -0.022 0.088 -3.257  -0.266
64 H -0.118 -3.149 -4.984  0.314
65 H -1.507 -2.025 -4.721  0.273
66 H -0.472 -2.380 -3.431  0.076
67 H 1.337 2.513 -6.137  0.253
68 H 0.835 0.951 -6.642  0.257
69 C -1.708 -0.019 -0.809  -0.850
70 C -0.993 -1.205 -0.050  0.473
71 C 0.276 -0.778 0.685  -0.875
72 O 1.263 -0.309 -0.264  0.319
73 C 2.287 0.597 0.083  0.047
74 N -1.981 -1.767 0.871  0.386
75 H -0.867 0.568 -1.177  -0.068
76 H -2.327 0.606 -0.165  0.239
77 H -2.474 -0.418 -1.474  0.295
78 H -0.615 -1.939 -0.761  0.179
79 H 0.749 -1.569 1.267  0.440
80 H 0.008 0.052 1.339  0.093
81 H 2.856 1.002 -0.754  -0.049
82 H 2.880 0.061 0.825  -0.229
83 H 1.913 1.435 0.671  0.163
84 H -1.582 -2.588 1.303  -0.141
85 H -2.758 -2.021 0.278  -0.142
86 O -4.107 -2.639 -2.219  -0.680
87 H -4.181 -2.741 -3.168  0.306
88 H -4.663 -1.887 -2.015  0.275
89 O 2.637 -2.017 -2.069  -0.707
90 H 2.458 -2.857 -1.647  0.308
91 H 2.257 -1.366 -1.478  0.295
92 O -1.623 -4.748 0.943  -0.645
93 H -1.656 -4.607 1.889  0.303
94 H -2.538 -4.862 0.686  0.303
95 O 0.379 -3.696 3.333  -0.610
96 H 1.190 -3.661 3.841  0.275
97 H 0.611 -4.192 2.547  0.310
98 O -4.125 -3.953 0.217  -0.710
99 H -4.754 -3.476 0.758  0.526
100 H -4.125 -3.487 -0.619  0.262
101 O -2.164 -0.098 3.147  -0.633
102 H -2.347 -0.607 2.357  0.054
103 H -1.912 -0.751 3.800  0.277
104 O -5.275 -0.181 -2.040  -0.564
105 H -4.923 0.371 -2.739  0.253
106 H -6.025 0.309 -1.701  0.241

---

[3]
Here is an isolated molecule of C20H19Cl2FN4O2 at a distorted geometry from OMol25. Energies are from ωB97M-V/def2-TZVPD.

Results
SMILES = O=C(c1cc(Cc2c[nH]c(=O)c3c(Cl)cc(Cl)n23)ccc1F)N1CCCNCC1
E = -2163.14834 a.u.
maximum force = 0.11534 hartree/bohr
gap between HOMO and LUMO = 0.3115 Eh
2S+1 = 1
HOMO level = -8.18 eV

Each line ends with the natural charge from an NBO analysis.
Atoms and positions in Å:
1 O 4.495 1.405 -4.696  -0.608
2 O 0.201 -2.352 -0.220  -0.598
3 F 1.233 -0.954 2.848  -0.316
4 Cl 2.541 -0.553 -6.213  0.072
5 Cl -1.497 1.630 -3.123  0.029
6 C 3.556 1.999 -4.174  0.609
7 C -0.477 -1.455 0.433  0.658
8 C 0.312 0.257 -4.673  -0.301
9 C 1.661 0.386 -5.083  -0.050
10 C 2.901 3.035 -2.194  -0.046
11 C 0.093 1.199 -3.711  0.124
12 C 2.243 1.411 -4.325  0.006
13 C 1.592 2.576 -2.255  0.148
14 C 1.712 1.246 2.094  -0.256
15 C 1.673 2.285 1.043  -0.191
16 C 0.293 0.709 -0.211  -0.147
17 C 1.174 -0.031 1.882  0.382
18 C 0.396 -0.271 0.772  -0.147
19 C 0.916 1.915 -0.109  -0.067
20 N 3.905 2.809 -3.203  -0.571
21 N 1.309 1.783 -3.381  -0.337
22 N -2.948 -1.847 4.027  -0.660
23 N -1.590 -1.736 1.274  -0.439
24 C 0.706 2.948 -1.085  -0.440
25 C -2.027 -0.789 3.543  -0.230
26 C -2.226 -0.664 2.043  -0.235
27 C -2.677 -3.266 3.833  -0.210
28 C -1.901 -3.169 1.248  -0.212
29 C -2.948 -3.685 2.274  -0.432
30 H -0.493 -0.274 -5.136  0.247
31 H 3.038 3.774 -1.445  0.206
32 H 2.381 1.393 2.906  0.227
33 H 2.226 3.245 1.079  0.223
34 H -0.154 0.329 -1.132  0.223
35 H 4.882 2.780 -2.961  0.431
36 H -3.936 -1.490 3.817  0.354
37 H 1.143 3.909 -0.644  0.225
38 H -0.309 3.283 -1.340  0.253
39 H -1.013 -1.051 3.758  0.211
40 H -2.262 0.146 4.109  0.204
41 H -3.292 -0.547 1.812  0.194
42 H -1.818 0.327 1.866  0.224
43 H -1.552 -3.424 4.189  0.200
44 H -3.322 -3.799 4.522  0.207
45 H -2.175 -3.511 0.254  0.216
46 H -1.059 -3.790 1.597  0.207
47 H -3.868 -3.342 1.819  0.196
48 H -3.039 -4.775 2.271  0.216

---

[4]
Here is the ion C5H6N with charge +1 at a distorted geometry from OMol25. Energies are from ωB97M-V/def2-TZVPD.

Results
E = -248.38852 a.u.
net charge = +1
maximum force = 0.06492 hartree/bohr
gap between HOMO and LUMO (spin up / spin down) = 0.2829 / 0.2828 Eh
energy above the lowest of the compared OMol25 structures with the same formula, charge and spin = 142.55 kcal per mole
2S+1 = 1
HOMO level (spin up / spin down) = -15.01 / -15.01 eV

Each line ends with the natural charge from an NBO analysis.
Atoms and positions in Å:
1 C 0.127 -2.285 -0.199  0.242
2 C -0.163 -1.052 -0.205  0.008
3 C 0.988 0.068 -0.319  -0.272
4 C -0.937 1.038 0.797  -0.240
5 C -0.067 1.124 -0.393  -0.099
6 N -1.111 0.097 -0.271  -0.219
7 H 0.440 -3.298 -0.243  0.281
8 H 1.584 0.044 0.592  0.260
9 H 1.591 -0.075 -1.211  0.270
10 H -0.571 0.705 1.760  0.236
11 H -1.760 1.743 0.842  0.274
12 H -0.121 1.890 -1.151  0.260

---

[5]
Here is an isolated molecule of C5H7NO from OMol25. Energies are from ωB97M-V/def2-TZVPD.

Results
SMILES = C#CCCNC=O
E = -324.65186 a.u.
maximum force = 0.01070 hartree/bohr
gap between HOMO and LUMO = 0.3909 Eh
energy above the lowest of the compared OMol25 structures with the same formula, charge and spin = 45.56 kcal per mole
2S+1 = 1
HOMO level = -9.75 eV

Each line ends with the natural charge from an NBO analysis.
Atoms and positions in Å:
1 O -0.948 2.522 0.188  -0.598
2 C -1.211 1.339 0.151  0.547
3 N -0.706 0.392 1.008  -0.624
4 C -0.541 -0.986 0.590  -0.204
5 C 0.802 -1.278 -0.147  -0.502
6 C 1.229 -0.085 -0.880  -0.019
7 C 1.449 0.998 -1.357  -0.229
8 H -1.949 0.916 -0.559  0.105
9 H 0.017 0.767 1.613  0.394
10 H -1.379 -1.233 -0.071  0.205
11 H -0.619 -1.630 1.470  0.207
12 H 1.582 -1.578 0.565  0.232
13 H 0.664 -2.126 -0.829  0.239
14 H 1.608 1.982 -1.742  0.248